The following is a quantum chemistry calculation of an isolated molecule of C20H25N3O4S in a non-equilibrium geometry, from OMol25.

Geometry (Å):
H  2.853  0.158  1.365
H  -1.393  -4.026  -1.140
C  -2.677  -0.565  -1.917
H  -3.699  -0.947  -2.018
C  -0.076  3.079  2.774
H  -2.326  -1.656  -3.774
H  3.081  -0.500  -2.944
H  -1.938  1.810  -0.573
H  2.421  -2.573  0.727
H  1.138  -0.167  1.734
C  2.892  -1.441  -1.017
H  -2.697  0.509  -2.084
C  -2.150  2.052  2.159
H  -1.874  -2.502  0.636
C  1.180  -1.405  -2.696
H  0.936  3.355  2.536
O  2.062  3.053  0.768
H  2.027  1.087  2.650
C  -1.353  -0.169  0.152
C  -2.699  2.457  3.363
H  5.251  -0.465  -2.075
H  5.664  0.158  -0.461
C  0.296  -2.099  -1.870
S  1.421  1.806  0.471
H  -0.405  1.165  -1.226
H  4.232  0.798  -1.316
H  -3.488  -2.485  -0.108
N  -1.013  -2.352  -2.316
H  0.876  -1.111  -3.689
H  -2.741  -3.433  -2.113
O  4.092  -1.083  -0.465
C  -0.634  3.477  3.973
N  -0.253  1.980  0.627
H  -2.381  3.477  5.220
C  1.916  0.586  1.698
C  -0.824  2.352  1.847
O  -0.850  -0.610  1.171
O  1.638  1.293  -0.852
H  -0.034  4.040  4.673
C  -1.902  -3.125  -1.480
C  -1.735  -1.261  -2.940
C  -1.948  3.167  4.281
C  2.453  -1.070  -2.280
H  -2.767  1.490  1.477
H  -1.026  -0.535  -3.333
H  0.183  -3.157  0.012
C  2.063  -2.237  -0.234
C  -1.032  1.244  -0.335
C  0.789  -2.561  -0.650
H  -3.728  2.208  3.581
C  4.842  -0.092  -1.130
C  -2.424  -2.292  -0.281
N  -2.238  -0.883  -0.579

Forces on the atoms, in the same order (eV/Å):
H 0.23 0.05 -0.16
H -0.09 -0.02 0.00
C 0.07 0.06 -0.23
H 0.05 0.13 -0.01
C 0.00 0.08 0.10
H 0.04 0.14 0.00
H 0.09 0.10 -0.04
H 0.09 -0.06 0.01
H 0.05 -0.03 0.13
H -0.05 -0.09 0.01
C -0.11 -0.25 0.02
H -0.08 -0.02 0.00
C 0.09 -0.07 -0.22
H -0.13 -0.01 -0.11
C -0.07 -0.02 0.06
H 0.03 0.09 0.08
O -0.09 0.02 0.29
H 0.00 0.12 0.15
C -0.10 0.11 0.16
C -0.02 0.05 0.03
H -0.02 0.03 0.02
H -0.03 0.01 -0.09
C 0.27 -0.01 -0.06
S 0.38 0.12 0.12
H -0.34 -0.02 -0.09
H 0.06 -0.03 -0.03
H 0.06 -0.02 0.01
N -0.12 -0.19 -0.16
H -0.04 0.01 -0.07
H 0.05 -0.06 0.06
O -0.23 -0.22 0.14
C -0.06 -0.07 0.04
N 0.83 -0.32 -0.54
H -0.04 0.03 0.07
C -0.41 0.43 -0.42
C -0.15 0.40 0.75
O 0.03 0.08 0.04
O -0.23 -0.29 0.09
H 0.06 0.05 0.04
C 0.00 0.00 -0.02
C -0.16 0.04 -0.14
C -0.04 0.03 0.08
C 0.25 -0.05 0.12
H -0.05 -0.06 -0.06
H -0.07 -0.06 -0.03
H -0.13 -0.01 0.07
C 0.35 0.17 -0.13
C 0.04 -0.13 -0.15
C -0.10 -0.01 -0.10
H -0.07 -0.03 0.00
C 0.12 0.17 -0.11
C 0.08 -0.15 0.26
N -0.30 -0.21 0.04

relative energy (zero: lowest compared OMol25 entry of this formula, charge and spin): 329.64 kJ/mol
HOMO energy: -7.422 eV
LUMO: 0.621 eV
multiplicity: 1
HOMO-LUMO gap: 8.04 eV
F_max: 1.043 eV/Å